Entry 1:
Below is 3 unconnected molecules or ions with the total composition CH6NO4 at a distorted geometry, with properties calculated with ωB97M-V/def2-TZVPD.

```
12
Properties=species:S:1:pos:R:3:forces:R:3:lowdin_charge:R:1
N 0.28324 2.02676 -0.17726 -0.613 3.900 2.093 0.048
C 0.41316 0.65956 -0.41931 1.848 -3.802 2.611 -0.763
O -0.58090 -0.16655 -0.23899 0.567 1.875 -1.017 -0.157
O 1.61352 0.20970 -0.54675 -1.856 1.390 -0.880 -0.126
H -0.38094 2.45641 0.62499 1.679 -2.203 -2.729 0.131
H 1.19392 2.58977 -0.13064 -1.760 -1.851 -0.257 0.093
H -0.12621 -2.20131 -0.65933 0.239 1.015 0.149 -0.010
H 1.35604 -2.57182 -0.89696 0.407 0.865 0.213 0.002
O 0.46536 -2.87879 -0.99064 -0.622 -1.577 -0.393 -0.085
H -1.60855 0.05062 1.08482 0.855 1.294 0.423 0.004
H -2.47197 -0.10704 2.30210 0.849 1.209 0.019 0.027
O -1.80096 0.54048 1.95534 -1.593 -2.115 -0.233 -0.163
```
Forces are in eV/Å.

Values from the calculation:
M, g/mol: 96.1
Frontier orbital gap, eV: 8.36
Charge: -1
Energy, a.u.: -397.49496
Energy relative to the best compared isomer or geometry (same formula, charge and spin), kcal/mol: 24.8

Entry 2:
Below is a gas-phase ion, CH6NOS (charge +1) at a distorted geometry, with properties calculated with ωB97M-V/def2-TZVPD.

```
10
Properties=species:S:1:pos:R:3:forces:R:3:lowdin_charge:R:1
C 0.34159 -0.18281 0.31906 0.971 -1.607 0.274 -0.809
N -1.07736 -0.34549 -0.03770 0.623 1.910 -2.230 0.197
O 0.97619 -0.59538 -0.83871 1.906 0.091 0.456 -0.038
S 0.74196 1.45367 0.84846 -0.062 0.480 0.358 0.914
H 0.44771 -0.87581 1.14243 0.713 -0.044 0.544 0.128
H -0.98940 0.10501 -1.01901 -1.476 -0.913 1.503 0.216
H -1.48539 0.24990 0.65832 -1.484 0.464 0.030 0.135
H -1.45499 -1.28834 -0.04351 0.092 -0.236 -0.187 0.182
H 1.95675 -0.50104 -0.66034 -1.347 -0.269 -0.669 0.156
H 0.54293 1.98030 -0.36899 0.065 0.123 -0.081 -0.080
```
Forces are in eV/Å.

Values from the calculation:
M, g/mol: 80.1
Frontier orbital gap, eV: 11.10
Charge: +1
Energy, a.u.: -569.59650
Energy relative to the best compared isomer or geometry (same formula, charge and spin), kcal/mol: 9.0

Entry 3:
Below is 2 unconnected molecules or ions with the total composition CH6NS at a distorted geometry, with properties calculated with ωB97M-V/def2-TZVPD.

```
9
Properties=species:S:1:pos:R:3:forces:R:3:lowdin_charge:R:1
S -1.10838 1.88091 -1.23855 1.018 1.009 1.609 -0.389
H -1.69594 1.23813 -2.16932 -0.978 -1.081 -1.548 -0.588
C 1.78755 -1.54722 1.31044 -2.722 0.265 1.778 -0.183
N 0.36743 -2.03716 1.19266 -0.207 1.838 1.552 -0.093
H 1.85911 -0.53371 0.95657 0.078 0.775 0.389 0.053
H 2.47900 -2.04483 0.70712 0.936 -1.540 -0.639 0.031
H 1.93006 -1.68683 2.41413 0.879 0.542 -1.095 0.072
H -0.27055 -1.20418 1.41694 1.242 -1.687 -0.644 0.087
H 0.13514 -2.31963 0.28018 -0.246 -0.120 -1.401 0.011
```
Forces are in eV/Å.

Values from the calculation:
M, g/mol: 64.1
Frontier orbital gap, eV: 6.37
Charge: -1
Energy, a.u.: -494.64165
Energy relative to the best compared isomer or geometry (same formula, charge and spin), kcal/mol: 14.4

Entry 4:
Below is 2 unconnected molecules or ions with the total composition CH6NS, with properties calculated with ωB97M-V/def2-TZVPD.

```
9
Properties=species:S:1:pos:R:3:forces:R:3:lowdin_charge:R:1
S 1.46956 0.99938 1.98203 0.000 0.089 -0.001 -0.330
H 2.34430 -0.01018 1.86206 0.052 -0.053 -0.010 -0.499
C -0.99388 -0.37103 -0.27849 -0.306 -0.126 -0.045 -0.256
N -0.06164 0.11460 -1.30389 0.093 -0.031 -0.100 -0.095
H -1.94691 -0.67088 -0.74138 0.140 0.014 0.043 0.042
H -1.20420 0.38117 0.48579 0.144 -0.145 -0.001 0.029
H -0.57094 -1.24052 0.23287 -0.142 0.152 0.020 0.055
H 0.12174 1.09303 -1.12895 -0.054 0.133 0.052 0.026
H 0.84196 -0.29556 -1.11004 0.072 -0.033 0.043 0.029
```
Forces are in eV/Å.

Values from the calculation:
M, g/mol: 64.1
Frontier orbital gap, eV: 7.06
Charge: -1
Energy, a.u.: -494.65862
Energy relative to the best compared isomer or geometry (same formula, charge and spin), kcal/mol: 3.7

Entry 5:
Below is a molecular structure, CH6O2SSi at a distorted geometry, with properties calculated with ωB97M-V/def2-TZVPD.

```
11
Properties=species:S:1:pos:R:3:forces:R:3:lowdin_charge:R:1
C -0.36801 -1.49067 -0.05731 -3.183 -1.593 1.205 -0.223
O -1.41252 0.63276 1.13934 -0.040 -0.112 1.105 -0.419
O -1.77126 0.46424 -1.27564 1.241 -0.635 0.669 -0.403
Si 1.03172 1.35550 -0.03944 1.555 -0.558 1.115 0.613
S -0.88329 0.22135 -0.13183 -1.606 0.968 -1.893 0.344
H -1.29291 -2.10026 0.78493 3.397 2.052 -2.554 0.203
H -0.48712 -1.96276 -1.06475 0.231 0.494 0.918 0.058
H 0.67219 -1.39924 0.26363 -0.263 -0.846 0.403 -0.001
H 2.14317 0.93349 -1.00933 -0.961 0.593 0.112 -0.083
H 1.49378 0.44713 1.16460 -0.367 1.329 -0.741 -0.049
H 0.87425 2.89847 0.22578 -0.005 -1.691 -0.338 -0.041
```
Forces are in eV/Å.

Values from the calculation:
M, g/mol: 110.2
Frontier orbital gap, eV: 10.36
Energy, a.u.: -879.74588
Energy relative to the best compared isomer or geometry (same formula, charge and spin), kcal/mol: 37.3

Entry 6:
Below is 2 unconnected molecules or ions with the total composition CH6O2Si at a distorted geometry, with properties calculated with ωB97M-V/def2-TZVPD.

```
10
Properties=species:S:1:pos:R:3:forces:R:3:lowdin_charge:R:1
C 1.27733 -0.11234 0.61206 -1.367 1.821 0.101 -0.172
O -1.28206 -1.43419 -0.60776 -0.286 -1.206 -0.007 -0.155
O -1.50519 0.90027 0.51550 -1.010 -3.187 -2.048 -0.144
Si -0.42951 -0.13023 -0.23387 0.469 2.583 -1.458 0.431
H 1.11343 0.16290 1.65973 0.265 0.645 -0.156 0.039
H 1.54555 -1.06975 0.72089 0.762 -4.308 0.391 -0.038
H 2.20918 0.24730 0.15814 -0.877 0.909 -0.132 0.050
H -2.20935 -1.42520 -0.89938 0.662 0.223 0.267 0.082
H -1.05902 1.51032 1.00602 1.633 3.003 2.212 -0.019
H 0.33964 1.35091 -2.93133 -0.250 -0.483 0.828 -0.074
```
Forces are in eV/Å.

Values from the calculation:
M, g/mol: 78.1
Frontier orbital gap (spin up / spin down), eV: 9.23 / 6.74
Energy, a.u.: -481.59129
Energy relative to the best compared isomer or geometry (same formula, charge and spin), kcal/mol: 99.2